P | Formula: CH5NO2P
Source: OMol25
Level of theory: ωB97M-V/def2-TZVPD

```
10
Properties=species:S:1:pos:R:3
C -1.847 -1.060 0.126
N 1.915 1.878 -1.292
O -0.731 -1.300 2.623
O 0.851 -0.630 0.741
P -0.487 -1.227 1.170
H -1.741 -1.375 -0.849
H 2.054 2.543 -0.575
H -2.805 -1.719 0.533
H 1.834 0.916 -0.897
H 0.958 1.973 -1.581
```

Summary:
Highest occupied orbital energy, eV: -3.97
Total charge: -1
Kohn-Sham gap, eV: 8.13

Atom charges from the natural (NBO) analysis, given in e for atoms 1 to 5:
1 C -1.210
2 N -1.096
3 O -1.118
4 O -1.141
5 P 2.092

Q | Formula: CH5NO2P
Source: OMol25
Level of theory: ωB97M-V/def2-TZVPD

```
10
Properties=species:S:1:pos:R:3
C -0.953 0.008 0.805
N 1.556 -0.134 -0.012
O -0.495 -1.512 -1.378
O -0.261 1.243 -1.600
P -0.050 -0.208 -0.756
H -1.248 -0.842 1.617
H -0.681 0.870 1.274
H -1.824 0.197 0.236
H 2.385 -0.405 -0.512
H 1.570 0.784 0.327
```

Summary:
Highest occupied orbital energy, eV: -4.12
Total charge: -1
Kohn-Sham gap, eV: 8.61
SMILES: C[P@@](N)(=O)[O-]

Atom charges from the natural (NBO) analysis, given in e for atoms 1 to 5:
1 C -1.024
2 N -1.202
3 O -1.154
4 O -1.185
5 P 2.198

Consider the structures shown above. The most stable of them is Q.